96
Properties=species:S:1:pos:R:3:mulliken_charge:R:1 method="wB97M-V/def2-TZVPD" orbital_gap_ev="7.0 / 7.1" max_force_ev_per_a=1.477 spin_multiplicity=5 total_charge=0 homo_energy_ev="-6.934 / -7.028" de_lowest_kj_mol=19.5
Fe 0.0514 0.1622 0.1229 1.99
C -2.3575 -1.1749 1.6732 -1.27
N -2.2834 0.2798 1.5478 0.99
C -3.5814 0.7954 1.0900 -1.47
C -3.5436 1.7821 -0.0775 -0.25
C -3.1657 1.1722 -1.4276 -1.11
N -1.7651 0.8848 -1.5901 0.18
C -1.2444 1.2354 -2.7040 -0.47
C 0.0449 0.8597 -3.1954 0.53
C 0.6052 1.5749 -4.2565 -0.42
C 1.8008 1.2082 -4.8271 -0.93
C 2.4377 0.0467 -4.3818 -0.47
C 1.9030 -0.6943 -3.3661 -0.35
C 0.7182 -0.2993 -2.6806 0.55
O 0.2861 -0.9684 -1.6865 -1.10
C -1.9094 0.8530 2.8439 -1.62
C -1.4056 2.2982 2.7397 -0.31
C 0.1311 2.4257 2.7651 -1.32
N 0.7797 1.2322 2.2975 0.54
C 1.8954 0.9015 2.8270 -0.96
C 2.6005 -0.3185 2.5831 1.04
C 3.9168 -0.4504 3.0407 -0.62
C 4.6424 -1.6010 2.8453 -0.80
C 4.0364 -2.6857 2.2061 -0.57
C 2.7348 -2.6145 1.7877 -0.31
C 1.9624 -1.4241 1.9231 -0.03
O 0.7683 -1.3737 1.4827 -0.90
H -3.1055 -1.4798 2.4226 0.35
H -1.3839 -1.5636 1.9596 0.16
H -2.6167 -1.6010 0.7069 0.44
H -4.1042 1.2896 1.9255 0.32
H -4.2091 -0.0445 0.7742 0.55
H -2.8718 2.6112 0.1354 -0.04
H -4.5507 2.1988 -0.1747 0.47
H -3.5128 1.8588 -2.2261 0.50
H -3.7097 0.2273 -1.5510 0.32
H -1.8378 1.8406 -3.4117 0.23
H 0.0861 2.4531 -4.6178 0.42
H 2.2351 1.7924 -5.6243 0.41
H 3.3655 -0.2599 -4.8461 0.44
H 2.3853 -1.5964 -3.0227 0.47
H -1.1131 0.2354 3.2546 0.71
H -2.7703 0.8095 3.5334 0.51
H -1.8103 2.8919 3.5610 0.55
H -1.7844 2.7218 1.8161 -0.06
H 0.4681 2.6699 3.7847 0.65
H 0.4227 3.2633 2.1187 0.13
H 2.3742 1.5720 3.5614 0.26
H 4.3731 0.3937 3.5441 0.37
H 5.6643 -1.6734 3.1877 0.45
H 4.6039 -3.5898 2.0368 0.41
H 2.2565 -3.4543 1.3000 0.45
C 1.6347 7.3808 -0.6114 -1.61
C 1.9423 6.4277 -1.7746 2.06
C 1.0657 6.7843 -2.9816 -1.64
C 3.4080 6.6060 -2.1750 -2.13
C 1.6147 5.0106 -1.3404 0.15
C 0.3162 4.6901 -0.9377 -1.18
C 0.0313 3.4041 -0.5312 -0.62
N 0.9219 2.4272 -0.4782 1.75
C 2.1715 2.7032 -0.8707 -0.07
C 2.5399 3.9786 -1.3093 -0.92
C 3.1121 1.5792 -0.8284 -1.09
C 4.4764 1.7199 -1.0779 -0.92
C 5.3139 0.6088 -1.0970 0.24
C 4.7066 -0.6227 -0.8796 -1.03
C 3.3433 -0.6718 -0.6218 -1.88
N 2.5649 0.3893 -0.5655 1.98
C 6.8009 0.7868 -1.3677 2.05
C 6.9787 1.4279 -2.7521 -1.57
C 7.3930 1.6982 -0.2836 -1.63
C 7.5658 -0.5384 -1.3399 -2.19
H 1.8082 8.4108 -0.9131 0.45
H 2.2783 7.1585 0.2364 0.37
H 0.6007 7.2939 -0.2900 0.33
H 1.3145 7.7809 -3.3331 0.46
H 0.0109 6.7672 -2.7245 0.34
H 1.2306 6.0806 -3.7939 0.37
H 3.5756 7.6390 -2.4694 0.43
H 3.6675 5.9715 -3.0192 0.44
H 4.0702 6.3854 -1.3414 0.41
H -0.4693 5.4282 -0.9350 0.63
H -0.9652 3.1334 -0.2208 -0.42
H 3.5545 4.1538 -1.6263 0.74
H 4.8922 2.6982 -1.2453 0.48
H 5.2689 -1.5417 -0.8930 0.57
H 2.8479 -1.6177 -0.4603 1.21
H 6.5577 2.4284 -2.7854 0.30
H 6.4831 0.8270 -3.5110 0.33
H 8.0344 1.4936 -3.0026 0.46
H 6.9048 2.6689 -0.2632 0.28
H 8.4543 1.8594 -0.4623 0.46
H 7.2770 1.2395 0.6958 0.36
H 7.2070 -1.2166 -2.1082 0.39
H 7.4736 -1.0199 -0.3703 0.42
H 8.6222 -0.3513 -1.5219 0.45